263
Properties=species:S:1:pos:R:3:forces:R:3 method="wB97M-V/def2-TZVPD" de_lowest_kj_mol=581.23 multiplicity=2 energy_ha=-4678.9177 total_charge=+1 e_homo_ev="-9.38 / -9.38" gap_ev="6.6625 / 1.7702" s_squared=0.75
C -28.1304 -7.9027 -17.5285 -1.4 -0.7 1.1
O -28.2726 -6.8927 -18.5396 2.2 -0.4 0.1
C -27.0446 -6.1098 -18.7754 -0.6 0.1 -1.5
C -26.7178 -5.8793 -20.3177 0.9 -1.6 0.1
N -25.5951 -6.7165 -20.9211 -1.6 1.4 1.9
C -25.9178 -8.1211 -21.0082 1.3 -0.6 -1.7
C -26.4612 -8.5826 -22.3971 -0.2 -1.4 1.4
O -26.1396 -10.0026 -22.5737 -0.7 0.7 -0.1
C -26.1954 -10.4910 -23.9368 1.1 1.8 1.6
H -28.8896 -8.6817 -17.5988 -0.3 0.1 -1.1
H -28.4342 -7.6037 -16.5253 0.3 1.0 0.1
H -27.2458 -8.5166 -17.3585 0.9 0.7 -0.9
H -26.1668 -6.4915 -18.2541 -0.1 -0.3 0.1
H -27.2220 -5.0832 -18.4549 -0.2 0.0 0.6
H -26.4393 -4.8288 -20.4013 -0.2 -0.1 -0.4
H -27.6086 -6.1286 -20.8942 -0.4 0.5 0.2
H -25.2803 -6.3334 -21.8011 -0.2 0.1 -0.1
H -26.6203 -8.4468 -20.2411 0.4 0.1 0.3
H -24.9296 -8.5801 -20.9758 -0.2 -0.8 0.7
H -25.9966 -7.9768 -23.1752 -0.4 0.1 -0.3
H -27.5409 -8.5422 -22.2536 -0.3 0.5 -1.1
H -25.5114 -9.7939 -24.4206 0.5 -0.6 -0.8
H -27.1289 -10.3534 -24.4825 -0.5 -0.5 0.4
H -25.7990 -11.4993 -23.8172 -0.3 0.0 -0.7
C -25.7064 -9.3105 -9.9188 0.8 0.6 -1.4
O -24.7167 -10.3321 -9.7837 -0.7 0.9 0.4
C -23.9751 -10.5753 -10.9498 -0.1 -1.1 0.0
C -24.7129 -11.5866 -11.8461 0.2 -0.9 0.4
N -25.6554 -11.0858 -12.7686 -2.2 0.9 -1.9
C -26.3145 -12.1014 -13.6464 0.1 1.9 -1.2
C -27.3375 -11.4531 -14.7033 0.8 -0.5 2.0
O -26.8452 -10.7392 -15.8076 0.6 -0.5 -1.4
C -26.6203 -11.5096 -17.0237 -0.6 0.1 0.5
H -25.4735 -8.7390 -10.8173 0.2 0.2 -0.3
H -25.6183 -8.5528 -9.1402 -0.4 -0.6 0.5
H -26.7105 -9.6496 -10.1736 -0.1 -0.4 0.8
H -23.0536 -11.0200 -10.5743 0.0 -0.3 -0.2
H -23.6600 -9.6669 -11.4633 -0.3 0.3 -0.2
H -25.3397 -12.1897 -11.1892 0.5 -0.4 0.5
H -24.0633 -12.2561 -12.4099 0.9 -0.3 0.4
H -25.2589 -10.3857 -13.3790 0.1 0.1 -0.1
H -26.8976 -12.8382 -13.0938 0.2 0.1 0.3
H -25.6008 -12.6038 -14.2993 0.5 -0.5 0.2
H -27.8956 -10.7174 -14.1242 -0.4 -0.2 -0.1
H -27.9219 -12.3295 -14.9836 -0.5 0.2 -0.4
H -27.4341 -12.2104 -17.2098 -0.1 -0.4 0.5
H -25.6673 -12.0387 -17.0225 0.0 0.0 0.1
H -26.6979 -10.9030 -17.9260 0.4 0.7 0.4
C -30.4673 -10.9926 -33.8713 0.3 1.9 -2.9
O -30.5259 -10.5885 -32.5398 -0.8 0.2 0.8
C -29.9409 -11.5018 -31.6997 0.4 -1.7 0.1
C -30.1915 -11.2727 -30.1733 1.2 -0.7 -2.4
N -29.2723 -12.1603 -29.3970 -2.5 2.1 1.4
C -29.5214 -12.3903 -27.9746 1.0 -0.9 -0.1
C -28.3572 -13.2323 -27.4671 -0.7 -0.3 -0.1
O -27.1898 -12.5130 -27.4314 1.4 -0.2 0.1
C -26.0670 -13.2981 -26.9214 0.5 1.1 0.4
H -31.0673 -11.7215 -34.4162 -0.9 -0.9 1.6
H -29.4840 -11.1988 -34.2938 0.7 0.0 0.8
H -30.7662 -10.0899 -34.4040 0.1 0.2 -0.1
H -28.8845 -11.5764 -31.9575 0.5 0.1 0.4
H -30.3626 -12.4725 -31.9606 0.0 -0.5 0.3
H -31.2608 -11.4507 -30.0592 0.2 -0.3 1.0
H -29.9719 -10.2187 -30.0034 0.3 0.1 0.7
H -28.3181 -12.3966 -29.6286 0.4 0.1 -1.0
H -30.4077 -13.0147 -27.8617 -0.5 0.2 -0.1
H -29.6369 -11.4791 -27.3876 -0.2 0.4 -0.4
H -28.2757 -14.0102 -28.2263 0.1 -0.9 0.2
H -28.5843 -13.6344 -26.4798 -0.2 -0.3 -0.2
H -25.1951 -12.6647 -27.0852 0.0 -0.2 -0.2
H -25.8866 -14.2963 -27.3203 -0.5 0.1 -0.8
H -26.0928 -13.4458 -25.8417 -0.6 0.2 0.2
C -32.7817 -2.3980 -9.4479 1.2 -0.9 -1.4
O -32.2683 -2.7785 -10.7570 -1.1 -1.4 -0.1
C -32.7640 -4.0485 -11.3111 0.5 1.1 -0.6
C -32.2722 -4.1177 -12.7767 -0.8 0.0 0.5
N -30.9641 -4.6349 -12.9788 -0.1 -1.0 0.3
C -29.8522 -3.8850 -12.4753 1.2 -0.2 0.1
C -28.5890 -4.7826 -12.6035 -0.9 0.8 2.2
O -28.0644 -4.5011 -13.8257 0.8 -0.3 -2.5
C -28.1827 -5.5393 -14.7777 1.1 -0.4 -0.2
H -32.0267 -2.7213 -8.7314 -0.1 0.2 0.4
H -33.7015 -2.9387 -9.2250 -0.3 0.5 0.0
H -32.8234 -1.3107 -9.5123 -0.5 -0.2 0.5
H -33.8502 -4.1386 -11.3008 -0.3 0.8 0.0
H -32.4914 -4.9417 -10.7490 0.9 0.1 0.2
H -32.3332 -3.1515 -13.2775 -0.6 0.6 0.4
H -32.8893 -4.8034 -13.3573 -0.6 0.1 0.2
H -30.9280 -4.7345 -13.9833 0.8 -0.2 -0.1
H -29.9978 -3.4272 -11.4969 -0.4 -0.8 0.3
H -29.6373 -3.0108 -13.0900 0.1 0.3 -0.3
H -28.7801 -5.8435 -12.4422 -0.5 -0.1 -0.3
H -27.8581 -4.5624 -11.8253 0.2 0.5 0.1
H -29.0539 -6.1905 -14.7066 -0.5 0.4 0.2
H -27.3366 -6.2181 -14.6704 0.3 -0.2 0.1
H -28.0826 -5.1448 -15.7889 -0.3 0.3 0.1
C -22.0912 -6.2149 -21.0541 -0.6 -0.1 0.3
O -22.0480 -4.8499 -21.4361 0.2 -0.4 0.2
C -20.8608 -4.1874 -20.9760 -0.2 -0.4 -1.4
C -19.6354 -4.6197 -21.8315 0.7 0.7 0.7
N -18.4765 -3.7584 -21.6086 0.1 1.0 0.9
C -17.2300 -4.1168 -22.2502 -0.2 -0.6 -0.5
C -16.1593 -3.0322 -22.3257 -1.8 1.3 0.8
O -15.1265 -3.3718 -23.1489 2.0 -1.2 -0.9
C -14.0479 -2.4376 -23.1151 -0.2 -0.5 1.0
H -21.2384 -6.7871 -21.4193 0.0 -0.1 -0.1
H -23.0407 -6.6534 -21.3611 0.1 0.1 -0.7
H -22.2054 -6.3481 -19.9783 0.6 0.3 0.4
H -20.6949 -4.4284 -19.9260 0.1 0.2 0.1
H -21.1104 -3.1373 -21.1280 0.4 0.1 0.2
H -19.8472 -4.6862 -22.8986 -0.6 0.0 -0.2
H -19.3442 -5.6125 -21.4885 0.1 -0.2 -0.1
H -18.6209 -2.7590 -21.6252 -0.6 -0.1 -0.2
H -17.4066 -4.3884 -23.2909 0.0 -0.5 -0.3
H -16.8841 -4.9781 -21.6787 0.6 -0.2 -0.4
H -15.9326 -2.7260 -21.3045 0.8 -0.2 0.3
H -16.5458 -2.1182 -22.7764 -0.9 0.4 0.1
H -13.6154 -2.4948 -22.1162 0.0 0.5 0.3
H -14.4166 -1.4344 -23.3286 0.1 0.1 -0.1
H -13.2015 -2.7074 -23.7467 -0.6 -0.3 -0.6
C -32.7980 -8.9681 -21.4092 0.9 -0.6 1.1
O -31.9393 -8.3492 -20.3991 0.3 0.2 -1.0
C -30.6544 -7.7557 -20.8768 -1.9 -0.7 0.7
C -30.8494 -6.3614 -21.4188 1.0 0.5 -1.9
N -29.8837 -6.2411 -22.5951 0.0 -0.9 1.4
C -29.9196 -5.1222 -23.4861 -1.3 -0.4 -0.7
C -29.6867 -3.8273 -22.8179 -0.1 1.4 2.4
O -30.9602 -3.3724 -22.2930 -0.7 0.0 -1.8
C -30.9584 -2.3492 -21.3573 0.5 0.9 0.9
H -33.4534 -8.3451 -22.0177 0.7 0.7 -0.2
H -33.5252 -9.6176 -20.9219 0.1 0.1 0.8
H -32.1939 -9.6921 -21.9560 0.1 0.3 -0.7
H -30.1357 -8.4143 -21.5734 -0.3 -0.1 -0.3
H -30.0078 -7.6527 -20.0053 -0.2 -0.4 0.3
H -30.6129 -5.6829 -20.5992 -0.1 0.5 -0.1
H -31.8354 -6.1074 -21.8078 -0.1 -0.4 0.2
H -28.9807 -6.1379 -22.1545 0.3 -0.5 0.0
H -30.9017 -5.0818 -23.9571 -0.3 0.2 0.1
H -29.2894 -5.3400 -24.3484 0.6 0.2 0.3
H -29.0255 -3.1484 -23.3564 -0.8 0.8 -0.6
H -29.1636 -3.8894 -21.8636 0.9 -0.9 0.0
H -30.4909 -1.4185 -21.6790 0.5 0.0 -0.4
H -30.4880 -2.6463 -20.4200 0.4 -0.2 0.2
H -31.9390 -2.0060 -21.0273 -0.4 -0.7 -0.6
C -21.8613 -10.3755 -16.0108 1.1 0.7 -0.7
C -22.5658 -9.0414 -15.8194 -2.6 -0.7 0.7
C -21.6982 -7.8141 -15.4275 -0.1 -0.5 -2.1
O -22.4003 -6.5648 -15.4737 -0.8 -1.0 0.6
C -21.5236 -5.4861 -15.7250 -0.2 0.1 1.5
N -23.4458 -8.8467 -16.9812 1.0 0.8 -0.8
H -21.0703 -10.0985 -16.7077 1.0 -0.5 0.4
H -22.3693 -11.1179 -16.6263 -0.9 0.3 0.4
H -21.5881 -10.8463 -15.0664 0.6 0.1 -0.2
H -23.2869 -9.2684 -15.0342 0.1 0.5 0.9
H -20.9603 -7.6528 -16.2133 0.5 -0.7 -0.2
H -21.1343 -8.0646 -14.5290 -0.3 0.5 0.5
H -20.6300 -5.7197 -15.1462 0.7 0.3 -0.8
H -21.8986 -4.6019 -15.2095 -0.4 0.0 -0.2
H -21.4324 -5.2457 -16.7842 0.5 -0.3 -0.1
H -23.3520 -7.8902 -17.2918 -0.4 0.1 -0.1
H -24.4147 -9.0614 -16.7935 0.1 0.2 0.2
C -27.3361 -2.1118 -19.9716 1.5 0.5 0.8
C -26.2935 -1.9651 -18.8227 0.2 -3.7 -0.3
C -24.8868 -2.7534 -18.9338 -1.5 1.0 0.4
O -24.1670 -2.6642 -17.6483 -0.5 0.0 -2.1
C -24.4148 -3.6444 -16.6693 -0.2 0.1 0.5
N -26.0539 -0.6320 -18.4489 0.6 0.7 -0.1
H -27.8644 -1.1650 -19.8597 -0.5 -0.2 -0.6
H -27.9960 -2.9704 -19.8473 0.1 0.0 -0.1
H -26.7976 -2.1450 -20.9188 -0.3 0.1 -0.3
H -26.7108 -2.4930 -17.9652 -0.4 -0.4 0.3
H -24.2768 -2.2898 -19.7090 0.3 0.1 0.3
H -25.1397 -3.7504 -19.2946 0.4 -0.4 0.6
H -25.4394 -3.6364 -16.2975 -0.3 0.0 -0.1
H -23.7961 -3.3660 -15.8162 0.1 -0.1 -0.1
H -24.1598 -4.6634 -16.9607 0.1 -0.1 -0.3
H -25.1870 -0.8373 -17.9730 0.4 1.5 0.9
H -26.7703 -0.4469 -17.7614 0.2 0.7 0.3
C -25.1709 -3.3096 -23.1601 -0.7 1.4 -1.3
C -24.5120 -3.6389 -24.5110 2.2 -0.4 0.3
C -23.1131 -2.9701 -24.7897 -2.1 1.9 1.1
O -23.3576 -1.5531 -24.5323 0.7 -0.7 -0.2
C -23.5217 -0.7569 -25.6929 0.5 -0.6 0.5
N -24.1914 -5.0572 -24.3970 -0.9 -0.9 -0.2
H -25.4084 -2.2483 -23.0862 0.7 0.3 0.2
H -24.5698 -3.6428 -22.3141 -0.1 0.0 0.0
H -26.1984 -3.6733 -23.1636 0.2 -0.9 0.2
H -25.1031 -3.3883 -25.3919 -0.5 -0.3 0.2
H -22.7682 -3.1596 -25.8062 -0.1 0.1 -0.2
H -22.3454 -3.3454 -24.1130 -0.1 0.2 0.3
H -23.9944 0.1676 -25.3612 0.1 0.0 -0.3
H -24.1311 -1.2639 -26.4410 -0.3 0.1 -0.1
H -22.5311 -0.6001 -26.1196 0.0 0.5 -0.3
H -23.6728 -5.0917 -23.5309 0.3 -0.5 0.1
H -23.5663 -5.3634 -25.1288 0.1 -0.1 -0.2
C -32.8587 -1.8090 -18.3630 -0.2 -0.3 -2.4
C -32.8052 -2.4352 -17.0523 -1.1 -0.6 1.7
C -31.7439 -3.5189 -16.8121 -1.1 0.8 0.1
O -32.0161 -4.5398 -17.7424 -0.2 -0.6 -0.2
C -31.3805 -5.7778 -17.4966 1.3 -0.1 0.8
N -32.9033 -1.4078 -16.0034 0.2 0.2 -0.2
H -33.8013 -1.2721 -18.4701 0.5 1.3 0.4
H -33.1245 -2.5217 -19.1437 0.7 -0.7 0.1
H -31.9158 -1.3573 -18.6713 -0.3 0.7 0.0
H -33.7811 -2.9186 -17.0073 0.1 -0.9 0.2
H -31.9270 -3.8015 -15.7754 0.1 -0.6 0.2
H -30.7372 -3.1021 -16.8411 0.4 -0.1 -0.4
H -31.6101 -6.2590 -16.5459 -0.6 0.4 0.5
H -30.3035 -5.6188 -17.4429 0.3 0.0 -0.2
H -31.5390 -6.5891 -18.2072 -0.5 0.7 -0.7
H -32.2822 -1.4564 -15.2085 0.2 -0.1 -0.2
H -32.8765 -0.4967 -16.4384 0.2 0.1 0.4
C -19.8320 -14.8648 -26.4414 -0.3 0.0 -0.4
C -21.2660 -14.8691 -26.9754 1.3 -0.5 0.7
C -22.0399 -14.0578 -25.9889 -1.6 0.8 0.5
O -22.1668 -14.6474 -24.6961 -0.9 0.2 0.2
C -23.3231 -14.1440 -23.9623 1.3 0.1 -0.2
N -21.4348 -14.3255 -28.3417 -0.3 -0.1 1.3
H -19.1298 -15.3344 -27.1302 0.0 -0.3 0.2
H -19.8772 -15.3314 -25.4574 0.4 -0.3 -0.1
H -19.4915 -13.8438 -26.2689 0.0 0.1 -0.2
H -21.6701 -15.8812 -26.9522 0.1 -0.3 0.2
H -23.0692 -13.9085 -26.3149 -0.3 0.1 -0.6
H -21.5994 -13.0613 -25.9564 0.1 0.2 0.3
H -24.2986 -14.3013 -24.4224 0.1 -0.6 -0.5
H -23.2573 -13.0628 -23.8414 0.3 0.2 0.1
H -23.3128 -14.6061 -22.9752 0.1 0.0 -0.2
H -22.4372 -14.4458 -28.3709 -0.5 0.4 -1.0
H -21.0794 -15.0450 -28.9550 0.2 0.0 -0.4
C -32.8528 -9.4336 -16.7155 -0.3 0.8 -0.8
C -31.5847 -9.9765 -16.1449 0.1 -1.7 1.4
C -30.7003 -10.9615 -17.0524 -2.0 2.0 -0.3
O -31.5233 -11.9426 -17.7023 0.5 -0.7 0.7
C -32.1406 -11.6428 -18.9602 0.9 0.4 0.5
N -30.7547 -8.9476 -15.4718 0.1 0.1 -0.5
H -33.6043 -10.1659 -17.0104 0.6 -0.4 -0.5
H -32.6061 -8.7489 -17.5269 -0.6 0.2 -0.2
H -33.4292 -8.9415 -15.9321 0.4 0.6 0.1
H -32.0291 -10.5108 -15.3052 0.5 -1.2 0.0
H -29.8753 -11.3414 -16.4498 -0.4 -0.8 0.0
H -30.2148 -10.3340 -17.7998 0.0 0.2 -0.3
H -33.2270 -11.6043 -18.8811 0.0 0.6 0.3
H -31.9892 -12.4176 -19.7117 0.6 -0.4 0.2
H -31.6586 -10.7317 -19.3147 -0.6 0.3 -0.4
H -30.3894 -9.3725 -14.6315 0.5 -0.3 0.0
H -31.3786 -8.2697 -15.0580 -0.3 0.4 -0.3
C -29.8837 -12.6087 -24.1104 -0.6 -0.2 -1.4
C -31.2818 -12.6906 -24.7482 2.3 0.6 0.8
C -31.5534 -14.1370 -25.0033 -2.8 -0.1 0.4
O -32.9412 -14.2172 -25.3563 -0.2 -1.0 0.7
C -33.2806 -13.8519 -26.6563 -0.7 -0.6 0.2
N -32.1767 -11.9157 -23.8684 -0.1 -1.0 -0.8
H -29.2758 -13.1961 -24.7985 0.7 0.1 0.3
H -29.8725 -13.0994 -23.1371 0.1 0.6 0.1
H -29.6253 -11.5522 -24.1813 0.6 -0.2 0.8
H -31.1760 -12.2288 -25.7298 -0.3 0.4 -0.3
H -31.4510 -14.7267 -24.0924 0.0 0.0 0.1
H -31.0046 -14.6528 -25.7912 0.7 0.4 -0.1
H -32.6798 -14.4116 -27.3732 0.6 0.5 -0.4
H -33.3569 -12.7697 -26.7625 0.5 0.2 -0.5
H -34.2765 -14.2497 -26.8513 -0.2 0.1 0.2
H -32.2380 -11.0015 -24.2932 -0.2 0.3 0.3
H -33.0995 -12.3221 -23.9261 -0.4 0.0 0.1